Here is the molecule C21H31N3O4 from the OMol25 dataset. Energies are from wB97M-V/def2-TZVPD.

XYZ file:
```
59
Properties=species:S:1:pos:R:3
C 5.70704 -2.78352 -1.14736
C 6.58620 -1.55167 -0.98365
O 5.82640 -0.41442 -0.57573
C 5.16552 0.23239 -1.55930
O 5.23049 -0.05294 -2.73198
N 4.44510 1.27292 -1.07320
C 3.57868 2.01070 -1.96040
C 2.12063 1.59818 -1.71464
N 1.88994 1.46463 -0.28646
C 0.88449 0.76636 0.28032
O 0.73354 0.71420 1.49064
C -0.06436 0.01449 -0.64848
N -1.34354 -0.07940 0.01122
C -2.48691 0.33286 -0.58766
O -2.52097 0.69074 -1.75241
C -3.70256 0.29216 0.27193
C -3.83264 -0.55236 1.37024
C -4.99790 -0.54962 2.11331
C -6.05607 0.28933 1.78458
C -7.29733 0.32397 2.62806
C -7.16595 1.38378 3.72417
C -5.92508 1.12438 0.68124
C -4.76736 1.12091 -0.07026
C 0.51818 -1.39114 -0.95281
C -0.23803 -2.02346 -2.11737
C 0.45750 -2.28650 0.28295
C 2.86039 2.12187 0.56452
C 4.24212 1.49852 0.34556
H 6.32575 -3.64362 -1.38628
H 4.99810 -2.62478 -1.95627
H 5.16045 -2.98246 -0.22824
H 7.09266 -1.32196 -1.92642
H 7.32203 -1.69381 -0.18957
H 3.72238 3.08178 -1.79444
H 3.86593 1.76977 -2.98482
H 1.94357 0.64216 -2.20970
H 1.44287 2.34610 -2.14502
H -0.23450 0.55644 -1.58381
H -1.28783 -0.15277 1.01730
H -3.03859 -1.23439 1.63773
H -5.09127 -1.21409 2.96088
H -7.46088 -0.65218 3.08899
H -8.16242 0.55755 2.00425
H -7.01441 2.36659 3.28356
H -8.06449 1.41166 4.33617
H -6.31529 1.16203 4.36477
H -6.74202 1.77654 0.40695
H -4.66442 1.75747 -0.93629
H 1.57011 -1.26823 -1.23610
H 0.13705 -3.02555 -2.31206
H -1.29819 -2.08721 -1.88533
H -0.12579 -1.42938 -3.02121
H 1.01437 -3.20389 0.10627
H -0.57302 -2.55145 0.50656
H 0.88421 -1.78299 1.14726
H 2.54035 1.98012 1.59800
H 2.87339 3.19329 0.34358
H 5.02172 2.16005 0.74156
H 4.31066 0.53988 0.86469
```

As for the energy: -1284.1213 Ha. For the HOMO-LUMO gap, the calculation gives 9.7743 eV. As for the energy above the lowest of the compared OMol25 structures with the same formula, charge and spin: 0.051 eV. The SMILES is CCOC(=O)N1CCN(C(=O)[C@H](NC(=O)c2ccc(CC)cc2)C(C)C)CC1. As for the lowest unoccupied orbital energy: 0.68 eV. For the molar mass, the calculation gives 389.496 g mol⁻¹.



Here is the molecule C21H31N3OS from the OMol25 dataset. Energies are from wB97M-V/def2-TZVPD.

XYZ file:
```
57
Properties=species:S:1:pos:R:3
C -6.98005 -3.49116 -0.20514
C -6.34930 -2.57309 0.83369
C -5.36565 -1.56618 0.29714
C -5.12760 -1.37201 -1.05655
C -4.21313 -0.43037 -1.49031
C -3.50413 0.34493 -0.57763
N -2.60635 1.29675 -1.07205
C -1.65983 2.02765 -0.41242
S -1.33740 3.55250 -0.97844
N -1.01937 1.47759 0.64890
C -0.12159 2.29800 1.43502
C 1.31242 2.20848 0.91515
C 1.76545 0.74983 0.91019
N 3.10291 0.63037 0.37377
C 4.03934 -0.16958 0.93320
O 3.81530 -0.79878 1.94740
C 5.40983 -0.17513 0.25200
C 6.13154 -1.48503 0.58867
C 5.45681 -2.66590 -0.10437
C 5.40621 -2.46091 -1.61516
C 4.68886 -1.15684 -1.95080
C 5.39275 0.01204 -1.26718
C 0.76852 -0.09480 0.10735
C -0.64534 0.07613 0.66967
C -3.75179 0.17263 0.78293
C -4.66586 -0.77166 1.20166
H -7.57047 -2.92345 -0.92047
H -6.21673 -4.05022 -0.74170
H -7.63961 -4.20252 0.28701
H -7.14246 -2.02934 1.35690
H -5.83673 -3.18313 1.58363
H -5.65576 -1.95473 -1.79392
H -4.04494 -0.28974 -2.54854
H -2.87104 1.71245 -1.95645
H -0.47237 3.33012 1.39696
H -0.16700 1.93966 2.46828
H 1.97089 2.80919 1.54277
H 1.34119 2.61016 -0.10049
H 1.81612 0.36466 1.93536
H 3.29464 1.12244 -0.48248
H 5.96220 0.65784 0.70729
H 6.10829 -1.63644 1.66814
H 7.17385 -1.41468 0.27014
H 4.44285 -2.77064 0.28558
H 5.99977 -3.58422 0.12737
H 4.89328 -3.30092 -2.08822
H 6.42399 -2.42456 -2.01174
H 3.65283 -1.21633 -1.60888
H 4.67882 -1.00271 -3.03232
H 4.93569 0.96251 -1.55410
H 6.42960 0.04804 -1.61209
H 1.05449 -1.14633 0.15259
H 0.78086 0.22484 -0.93834
H -1.35042 -0.51380 0.08620
H -0.67530 -0.27151 1.70698
H -3.24152 0.78949 1.50568
H -4.84926 -0.89120 2.25997
```

As for the energy: -1456.5656 Ha. For the HOMO-LUMO gap, the calculation gives 8.6146 eV. As for the energy above the lowest of the compared OMol25 structures with the same formula, charge and spin: 0.112 eV. The SMILES is CCc1ccc(NC(=S)N2CCC(NC(=O)C3CCCCC3)CC2)cc1. As for the lowest unoccupied orbital energy: 0.60 eV. For the molar mass, the calculation gives 373.566 g mol⁻¹.



Here is the molecule C21H31N5O from the OMol25 dataset. Energies are from wB97M-V/def2-TZVPD.

XYZ file:
```
58
Properties=species:S:1:pos:R:3
O -0.57469 -0.46268 -2.30528
C -0.90659 -0.92616 -1.23375
N -0.25395 -1.97723 -0.68123
C 0.89238 -2.56580 -1.33906
C 2.18841 -1.76632 -1.14316
N 2.97796 -2.22328 -0.00644
C 4.29014 -1.59645 0.07324
C 4.29928 -0.32913 0.96561
N 2.96357 0.19864 1.09126
C 2.56779 1.30306 0.43239
N 3.50238 1.99371 -0.23761
C 3.10367 3.07830 -0.86831
C 1.78535 3.51250 -0.85950
C 0.90148 2.73075 -0.13190
N 1.27026 1.64222 0.51354
C 2.00622 -0.69339 1.70339
C 2.32903 -2.14406 1.28499
C -2.11700 -0.41675 -0.44476
C -1.75346 -0.05278 0.99958
C -2.99476 0.47036 1.72434
C -3.52518 1.71354 1.01449
C -3.89518 1.35158 -0.42255
C -4.97577 0.27145 -0.41754
C -4.44390 -0.97094 0.29444
C -4.07319 -0.61272 1.73311
C -3.20874 -1.49643 -0.43844
C -2.65994 0.83028 -1.14972
H -0.51223 -2.30270 0.23398
H 1.02616 -3.59082 -0.99144
H 0.66340 -2.57303 -2.40799
H 2.81304 -1.91893 -2.02656
H 1.92227 -0.70196 -1.10347
H 4.98786 -2.33367 0.48668
H 4.61857 -1.34911 -0.93580
H 4.93155 0.44669 0.53763
H 4.65937 -0.57514 1.97077
H 3.87771 3.61559 -1.40301
H 1.46880 4.39730 -1.38389
H -0.14904 2.98553 -0.05472
H 1.01666 -0.39222 1.36268
H 2.04683 -0.59330 2.79582
H 3.01463 -2.59985 2.00560
H 1.41894 -2.74454 1.27447
H -0.96975 0.70744 1.00005
H -1.37986 -0.92748 1.54027
H -2.72464 0.72520 2.75575
H -2.76244 2.49525 1.01826
H -4.40138 2.09800 1.54205
H -4.27144 2.24147 -0.93941
H -5.25490 0.02107 -1.44332
H -5.86918 0.63792 0.09358
H -5.21603 -1.74924 0.29907
H -4.95707 -0.25265 2.26444
H -3.70836 -1.49990 2.25737
H -3.46867 -1.75752 -1.46689
H -2.84777 -2.40327 0.05419
H -2.90297 0.58043 -2.18382
H -1.88021 1.59326 -1.17651
```

As for the energy: -1167.8912 Ha. For the HOMO-LUMO gap, the calculation gives 8.6424 eV. The SMILES is O=C(NCCN1CCN(c2ncccn2)CC1)[C@]12C[C@H]3C[C@H](C[C@H](C3)C1)C2. As for the lowest unoccupied orbital energy: 0.66 eV. For the molar mass, the calculation gives 369.513 g mol⁻¹.



Here is the molecule C21H31N5O3 from the OMol25 dataset. Energies are from wB97M-V/def2-TZVPD.

XYZ file:
```
60
Properties=species:S:1:pos:R:3
C -3.63011 -0.92020 -5.64746
C -2.22298 -0.62036 -6.15737
C -1.08255 -0.84756 -5.15139
C 0.17739 -1.47889 -5.75085
C 1.01232 -1.82423 -4.52286
C -0.02006 -2.33478 -3.48302
O -0.02365 -3.74365 -3.41339
C 0.30396 -1.81347 -2.08035
O 0.69179 -2.58283 -1.20945
N 0.17398 -0.48921 -1.86918
C 0.45770 0.10009 -0.57303
C -0.65586 -0.20087 0.42805
N -0.33478 0.30744 1.75312
C -0.48968 1.63903 1.93474
O -0.90822 2.37856 1.05409
C -0.12812 2.23859 3.26577
C -1.07945 2.91968 4.00902
C -0.73026 3.56339 5.20074
N 0.50122 3.59973 5.70421
C 1.38996 2.95402 4.96735
C 1.16859 2.26023 3.76946
N 2.35338 1.71370 3.30674
C 3.23485 2.07368 4.19710
N 2.73427 2.81736 5.22640
C 3.44610 3.38422 6.35123
C 0.03676 -0.65244 2.80132
C 1.25043 -1.47504 2.38638
C -1.15226 -1.53226 3.18017
C -1.38425 -1.84196 -4.01875
H -4.36826 -0.69920 -6.41912
H -3.74540 -1.96800 -5.37286
H -3.88033 -0.31656 -4.77219
H -2.03786 -1.25740 -7.02825
H -2.17833 0.40598 -6.52734
H -0.80513 0.11949 -4.70959
H -0.11147 -2.39002 -6.28345
H 0.69737 -0.82942 -6.45699
H 1.77107 -2.58644 -4.69148
H 1.51483 -0.92514 -4.15677
H 0.36219 -3.96037 -2.54716
H -0.19457 0.08820 -2.60509
H 1.40068 -0.30142 -0.20284
H 0.56167 1.17640 -0.69434
H -1.58604 0.25205 0.08326
H -0.79468 -1.27812 0.48983
H -2.10091 2.96971 3.65743
H -1.49140 4.08309 5.77001
H 4.28480 1.82161 4.16028
H 4.46780 3.01137 6.34162
H 3.45683 4.47152 6.29008
H 2.96347 3.09194 7.28182
H 0.30837 -0.06558 3.67548
H 1.51657 -2.16224 3.19106
H 1.05056 -2.07062 1.49267
H 2.10011 -0.81985 2.19639
H -0.88243 -2.17813 4.01665
H -2.00705 -0.92318 3.47740
H -1.45690 -2.17646 2.35387
H -2.03552 -1.44786 -3.23745
H -1.87052 -2.72731 -4.43173
```

As for the energy: -1318.3908 Ha. For the HOMO-LUMO gap, the calculation gives 9.6377 eV. As for the energy above the lowest of the compared OMol25 structures with the same formula, charge and spin: 0.160 eV. The SMILES is CC[C@@H]1CC[C@@](O)(C(=O)NCCN(C(=O)c2ccnc3c2ncn3C)C(C)C)C1. As for the lowest unoccupied orbital energy: 0.52 eV. For the molar mass, the calculation gives 401.511 g mol⁻¹.



Question: Which value of molar mass does entry 3 give?
Answer: 369.513 g mol⁻¹



Question: What is the formula in the fourth record?
Answer: C21H31N5O3



Question: Among the records above, which one has the highest HOMO-LUMO gap?
Answer: C21H31N3O4



Question: lowest unoccupied orbital energy of number 2 (C21H31N3OS)?
Answer: 0.60 eV